C58H120N13O38P3 | wB97M-V/def2-TZVPD

```
232
Properties=species:S:1:pos:R:3:forces:R:3:lowdin_charge:R:1
C -2.274 -1.787 3.817 0.7 -0.8 -1.3 0.013
N -1.581 -0.666 4.501 -1.8 -0.3 -1.2 -0.433
O -1.436 -0.789 5.675 0.6 0.1 1.9 0.099
O -1.262 0.296 3.839 0.4 0.5 -0.3 0.044
H -1.947 -1.731 2.778 0.3 -0.2 0.1 0.059
H -3.358 -1.764 3.705 0.1 0.6 1.0 0.093
H -1.921 -2.690 4.314 -0.4 0.1 -0.2 0.070
C -5.236 4.722 -1.338 -0.6 -0.3 0.6 0.063
N -3.956 4.011 -1.217 1.2 1.5 -0.5 -0.436
O -2.927 4.632 -1.433 -0.3 0.3 0.0 0.071
O -3.977 2.853 -0.944 -0.3 -1.8 0.5 0.066
H -5.845 4.384 -0.498 0.1 0.1 0.1 0.104
H -5.715 4.286 -2.214 0.1 0.5 -0.2 0.101
H -5.062 5.796 -1.285 -0.1 -0.3 -0.5 0.102
C -5.186 0.278 0.030 -1.0 -0.1 -0.6 0.043
N -4.351 -0.456 0.988 -0.6 3.1 0.5 -0.462
O -3.929 0.170 1.936 0.4 0.2 0.4 0.074
O -4.170 -1.600 0.796 0.8 -3.5 -0.6 0.071
H -5.581 1.166 0.523 0.3 -0.1 -0.3 0.101
H -5.970 -0.423 -0.255 -0.1 0.2 0.0 0.107
H -4.624 0.487 -0.881 0.2 0.2 0.3 0.087
C -3.084 -3.263 -2.570 -1.0 0.9 -0.9 0.087
N -3.858 -2.344 -3.572 0.3 -0.8 1.8 -0.435
O -3.627 -2.381 -4.740 0.9 -0.5 -1.7 0.071
O -4.670 -1.612 -3.077 -0.7 0.6 0.7 0.075
H -2.136 -3.516 -3.045 -0.1 0.1 0.4 0.076
H -3.717 -4.128 -2.368 0.0 0.0 -0.3 0.097
H -3.095 -2.650 -1.668 0.6 -0.2 -0.1 0.068
C 2.381 -6.387 -0.841 -0.1 0.0 -0.2 -0.004
C 1.183 -6.040 -1.748 0.4 0.6 0.7 -0.227
C 0.221 -4.987 -1.199 0.8 -0.1 1.7 -0.114
O 0.087 -4.097 -2.246 -2.0 1.9 -1.5 0.050
C 0.941 -4.325 -3.247 -0.5 2.2 -2.1 -0.570
O 1.049 -3.684 -4.293 -0.5 -1.2 2.6 0.115
O 1.664 -5.332 -2.919 2.2 -2.9 -0.1 0.118
H 3.151 -7.002 -1.307 -0.3 0.0 -0.4 0.090
H 2.108 -6.921 0.069 -0.5 0.0 -0.1 0.078
H 2.887 -5.479 -0.513 -0.2 0.2 -0.1 0.079
H 0.543 -6.869 -2.050 0.7 -0.4 -0.3 0.157
H 0.618 -4.383 -0.383 0.3 -0.4 0.4 0.115
H -0.723 -5.401 -0.845 -0.2 0.0 -0.4 0.121
C 4.011 -1.807 -2.922 1.2 -0.5 -0.5 -0.013
C 4.047 -1.458 -4.432 -2.0 0.2 2.1 -0.275
C 2.676 -0.942 -4.890 0.1 -0.8 -0.9 -0.111
O 3.007 0.218 -5.598 0.0 1.5 -0.9 0.060
C 4.269 0.605 -5.387 0.8 1.4 0.0 -0.521
O 4.747 1.657 -5.755 -0.7 -2.2 0.6 0.149
O 4.916 -0.350 -4.648 0.1 0.1 -0.5 0.074
H 5.004 -2.226 -2.755 0.1 0.0 0.6 0.079
H 3.305 -2.588 -2.640 -0.2 -0.1 -0.6 0.066
H 3.812 -0.991 -2.227 0.1 0.3 -0.6 0.047
H 4.291 -2.340 -5.024 0.6 0.2 0.0 0.152
H 1.915 -0.685 -4.153 0.4 -0.3 0.3 0.109
H 2.297 -1.644 -5.633 -0.5 0.0 0.3 0.115
C 4.185 -1.227 3.920 -0.4 0.4 -0.5 0.001
C 3.326 0.061 3.910 1.0 -0.2 -0.4 -0.277
C 1.821 -0.100 4.163 0.6 -2.2 -1.9 -0.141
O 1.638 0.527 5.349 -2.5 1.2 1.9 0.092
C 2.676 1.269 5.695 0.4 0.3 0.9 -0.616
O 2.743 2.098 6.545 -0.6 0.2 0.3 0.163
O 3.705 0.876 4.993 2.2 0.4 -0.4 0.103
H 4.186 -1.625 2.905 -0.6 -0.5 0.0 0.070
H 3.781 -1.900 4.677 -0.1 -0.3 -0.3 0.083
H 5.257 -1.160 4.108 -0.1 0.9 0.3 0.085
H 3.477 0.694 3.036 0.3 -0.4 -0.4 0.134
H 1.547 -1.150 4.270 0.0 -0.2 0.1 0.122
H 1.196 0.265 3.347 0.0 0.5 0.1 0.113
C -1.123 -3.618 -8.670 -0.9 1.1 0.2 -0.016
C -1.680 -2.661 -7.560 1.4 -1.6 -0.3 -0.310
C -0.513 -2.290 -6.589 -1.9 -0.7 -1.4 -0.083
O -0.690 -0.878 -6.470 0.6 0.2 0.7 0.051
C -1.571 -0.389 -7.347 -0.7 0.7 -1.1 -0.497
O -1.835 0.790 -7.504 0.4 -2.4 0.5 0.129
O -2.126 -1.428 -8.076 0.2 1.5 0.4 0.079
H -0.870 -4.592 -8.252 0.0 0.1 0.1 0.086
H -0.262 -3.165 -9.161 0.2 0.0 0.2 0.084
H -1.851 -3.748 -9.471 -0.2 -0.2 0.2 0.079
H -2.482 -3.141 -7.000 -0.2 0.1 -0.2 0.131
H 0.397 -2.578 -7.115 0.4 0.5 0.6 0.124
H -0.681 -2.865 -5.678 0.5 0.7 0.3 0.110
C 6.007 1.990 -1.996 -0.4 0.6 -0.2 0.000
C 5.388 1.333 -0.768 0.8 -1.0 -1.8 -0.332
C 6.402 0.374 -0.107 -1.3 -1.5 -0.6 -0.101
O 6.615 0.895 1.182 0.9 0.8 -0.4 0.078
C 6.078 2.116 1.214 -1.1 2.4 2.1 -0.514
O 6.267 2.907 2.118 -0.4 -1.3 -1.7 0.132
O 5.163 2.321 0.193 1.2 0.1 1.9 0.067
H 6.000 1.406 -2.917 0.0 -0.4 0.2 0.079
H 7.028 2.313 -1.794 0.1 0.0 0.1 0.094
H 5.440 2.889 -2.238 -0.1 0.1 0.0 0.090
H 4.468 0.820 -1.048 -0.2 0.2 0.3 0.121
H 7.255 0.261 -0.776 0.5 0.3 0.6 0.131
H 6.006 -0.619 0.104 -0.2 -0.2 -0.5 0.124
C 0.339 4.255 -5.893 -0.4 -0.7 -2.2 -0.025
C 1.343 4.607 -4.882 -0.6 0.2 1.4 -0.365
C 2.212 3.429 -4.495 0.6 0.0 0.7 -0.101
O 3.505 4.003 -4.363 1.5 2.5 -0.3 0.022
C 3.511 5.338 -4.822 2.3 0.3 -1.7 -0.411
O 4.489 6.115 -4.982 -4.1 -3.5 1.3 0.088
O 2.266 5.569 -5.307 1.4 1.4 -0.4 0.089
H 0.783 3.714 -6.729 0.5 -0.5 0.1 0.091
H -0.100 5.048 -6.499 -0.4 0.5 1.0 0.093
H -0.392 3.567 -5.467 -0.3 0.3 0.0 0.080
H 0.838 5.065 -4.032 0.0 -0.3 0.3 0.133
H 2.222 2.653 -5.260 0.1 0.0 0.0 0.120
H 2.056 2.998 -3.506 -0.7 -0.2 -0.2 0.121
C -2.362 8.055 0.844 -0.2 -0.5 0.6 -0.011
C -1.023 7.324 0.809 -0.7 0.5 0.3 -0.305
C -1.022 5.837 1.222 0.5 1.0 1.7 -0.121
O -0.230 5.220 0.247 1.3 -0.3 -2.2 0.015
C 0.080 6.111 -0.777 -1.7 0.1 -0.3 -0.491
O 0.713 5.954 -1.786 -0.2 -0.7 1.6 0.153
O -0.642 7.234 -0.551 0.9 0.0 -0.8 0.068
H -2.346 9.005 0.311 0.1 -0.3 -0.3 0.087
H -2.700 8.309 1.849 0.4 -0.2 0.3 0.085
H -3.117 7.368 0.463 -0.1 0.2 -0.4 0.071
H -0.261 7.921 1.311 0.1 -0.3 0.3 0.140
H -2.015 5.420 1.392 -0.2 -0.2 -0.9 0.129
H -0.494 5.665 2.159 -0.1 0.4 0.2 0.098
C -5.054 1.568 -7.366 -0.3 -1.3 -0.5 -0.018
C -4.741 1.014 -6.001 2.6 0.7 -2.3 -0.361
C -3.938 2.116 -5.288 1.0 -0.7 -0.9 -0.111
O -4.655 2.282 -4.120 -0.9 0.6 1.4 0.071
C -5.774 1.562 -4.184 -3.2 -0.3 2.8 -0.551
O -6.621 1.539 -3.302 1.6 0.3 -1.3 0.113
O -5.903 0.864 -5.309 -1.0 0.2 1.7 0.124
H -5.638 2.486 -7.297 0.3 0.2 0.1 0.099
H -5.706 0.843 -7.852 0.2 0.0 -0.5 0.091
H -4.109 1.685 -7.895 -0.3 0.2 -0.3 0.083
H -4.206 0.065 -6.007 0.0 -0.1 -0.3 0.142
H -3.948 2.994 -5.934 0.1 0.3 0.4 0.136
H -2.914 1.874 -5.001 0.0 -0.1 -0.4 0.107
C 4.194 -5.668 2.406 -0.1 -0.5 -0.1 -0.005
C 2.785 -5.954 2.874 -0.1 1.2 -0.7 -0.308
C 2.522 -5.759 4.321 -0.9 1.4 0.9 -0.048
O 1.568 -4.646 4.351 0.1 0.1 2.0 0.056
C 1.273 -4.149 3.168 -1.3 -0.5 -0.8 -0.544
O 0.421 -3.302 2.923 2.3 -1.7 0.4 0.110
O 1.978 -4.885 2.268 -0.5 -0.1 -1.3 0.037
H 4.197 -5.864 1.334 0.5 0.0 0.0 0.070
H 4.935 -6.278 2.922 -0.1 -0.2 -0.1 0.097
H 4.461 -4.625 2.580 -0.2 0.0 0.0 0.095
H 2.395 -6.940 2.624 0.1 0.2 -0.8 0.148
H 3.415 -5.429 4.853 -0.2 -0.2 0.3 0.142
H 2.001 -6.607 4.763 0.3 0.1 0.3 0.136
O -3.873 -4.404 4.193 0.2 0.6 0.1 -0.264
P -3.533 -5.750 3.728 0.0 -1.7 1.5 0.556
N -3.208 -5.836 2.128 -0.1 0.6 -1.6 -0.289
C -3.281 -7.023 1.353 -0.4 -1.6 -0.1 -0.134
C -2.494 -4.767 1.437 0.1 1.2 1.3 -0.090
N -4.823 -6.879 3.944 1.0 0.2 -1.3 -0.293
C -6.144 -6.480 3.343 1.0 0.3 1.1 -0.081
C -4.868 -7.834 5.059 0.4 0.4 -0.5 -0.106
N -2.099 -6.304 4.513 -1.9 -0.8 0.5 -0.292
C -1.362 -7.485 4.125 -0.5 0.2 -0.4 -0.120
C -1.503 -5.489 5.546 -0.4 1.0 -0.3 -0.105
H -2.483 -7.014 0.611 0.1 -0.3 0.1 0.076
H -4.220 -7.195 0.828 -0.3 0.5 -0.3 0.077
H -3.232 -7.920 1.972 0.5 0.0 0.0 0.066
H -1.411 -4.861 1.522 0.3 -0.2 0.1 0.069
H -2.752 -3.836 1.941 0.1 0.1 -0.1 0.060
H -2.701 -4.582 0.383 -0.6 -0.6 -0.1 0.073
H -6.187 -6.384 2.258 0.5 -0.2 0.0 0.068
H -6.880 -7.225 3.644 0.0 0.2 0.0 0.073
H -6.345 -5.502 3.780 -0.7 0.0 -0.2 0.073
H -5.813 -8.375 5.008 0.1 0.1 0.2 0.076
H -4.065 -8.564 4.959 0.0 -0.1 0.1 0.060
H -4.750 -7.340 6.023 -0.2 -0.1 0.2 0.080
H -2.051 -8.278 3.836 0.1 0.1 -0.7 0.061
H -0.684 -7.143 3.343 0.3 -0.8 -0.5 0.074
H -0.800 -7.989 4.912 0.1 0.6 0.4 0.082
H -0.946 -4.716 5.017 0.2 0.4 0.6 0.058
H -0.824 -6.007 6.224 -0.1 -0.4 -0.2 0.085
H -2.314 -5.048 6.125 0.3 0.3 0.1 0.083
O 0.420 7.205 3.841 1.5 -0.4 0.3 -0.302
P 1.362 6.242 4.499 0.5 -1.6 1.2 0.621
N 0.538 4.987 5.345 0.2 0.7 -0.4 -0.276
C -0.558 5.405 6.292 1.3 0.9 -0.1 -0.088
C 0.131 3.756 4.697 -0.3 -0.7 -0.2 -0.142
N 2.339 6.908 5.731 -2.0 0.4 0.3 -0.320
C 2.606 8.339 5.577 0.4 -0.7 0.3 -0.118
C 3.221 6.212 6.685 -0.3 -0.3 -1.4 -0.096
N 2.472 5.450 3.442 -1.2 0.4 -0.4 -0.276
C 3.128 4.193 3.725 -0.1 -0.1 1.2 -0.124
C 2.875 6.096 2.182 -0.8 1.0 0.9 -0.085
H -1.140 6.251 5.926 -0.1 -0.1 -0.5 0.068
H -0.086 5.789 7.197 0.0 -0.2 0.2 0.070
H -1.250 4.602 6.544 0.4 -0.2 -0.2 0.081
H 0.716 3.330 3.882 0.6 0.7 0.0 0.057
H -0.859 3.872 4.256 -0.4 -0.2 0.2 0.080
H 0.153 2.983 5.465 -0.4 -0.2 -0.1 0.085
H 3.171 8.679 6.445 0.0 0.0 0.0 0.073
H 3.266 8.435 4.715 -0.2 0.8 -0.3 0.076
H 1.672 8.901 5.548 0.2 0.1 -0.5 0.076
H 3.384 6.800 7.588 -0.1 0.1 -0.1 0.077
H 2.841 5.230 6.968 -0.2 0.1 -0.1 0.070
H 4.154 6.064 6.142 0.5 -0.2 0.5 0.079
H 2.705 3.333 3.206 -0.1 0.0 -0.5 0.055
H 4.204 4.187 3.548 0.0 0.3 -0.1 0.088
H 2.972 3.962 4.779 0.2 0.0 0.1 0.058
H 2.065 6.745 1.850 -0.5 -0.5 -0.5 0.057
H 3.197 5.364 1.441 -0.1 0.2 0.0 0.088
H 3.613 6.879 2.357 0.9 -0.4 0.0 0.075
O 1.977 0.539 -1.967 0.6 -0.5 0.1 -0.269
P 0.660 0.517 -1.307 -0.9 2.3 1.4 0.560
N 0.630 1.693 -0.040 -3.1 0.0 -2.1 -0.259
C -0.653 1.979 0.690 0.7 -1.6 0.3 -0.069
C 1.793 2.343 0.442 0.4 -0.2 0.7 -0.118
N 0.262 -0.899 -0.538 -1.4 -0.5 -0.7 -0.266
C -1.128 -1.112 0.009 1.1 0.0 -0.6 -0.076
C 1.301 -1.555 0.233 0.0 -0.2 -0.6 -0.096
N -0.633 0.853 -2.324 -1.5 0.3 0.1 -0.263
C -0.985 2.269 -2.622 0.8 -0.1 0.8 -0.068
C -0.961 0.006 -3.490 1.2 -0.1 0.7 -0.089
H -1.517 1.783 0.055 0.0 0.4 -0.1 0.060
H -0.734 2.925 1.225 0.4 0.4 -0.8 0.074
H -0.742 1.270 1.513 -0.1 -0.2 0.2 0.045
H 2.459 2.660 -0.361 0.2 -0.3 0.3 0.086
H 2.182 1.611 1.149 1.4 0.3 0.2 0.062
H 1.539 3.207 1.056 -0.2 0.2 -0.3 0.069
H -1.195 -2.191 0.146 -0.4 0.0 0.2 0.069
H -1.335 -0.582 0.939 0.3 -0.2 0.2 0.050
H -1.890 -0.762 -0.688 0.2 -0.1 -0.3 0.065
H 0.912 -2.521 0.554 -0.1 0.3 0.7 0.048
H 2.162 -1.841 -0.372 0.1 0.4 -0.4 0.071
H 1.651 -0.891 1.023 0.0 -0.4 0.6 0.079
H -1.173 2.843 -1.715 0.5 -0.1 0.0 0.047
H -0.141 2.684 -3.172 -0.3 0.5 -0.1 0.069
H -1.920 2.402 -3.166 0.1 -0.6 -0.3 0.068
H -2.002 0.083 -3.804 -0.1 0.1 0.3 0.072
H -0.721 -1.029 -3.249 -0.1 -0.2 0.0 0.073
H -0.333 0.287 -4.336 0.0 0.0 -0.2 0.075
```
Forces are in eV/Å.

Results
- E_HOMO (eV) = -7.75
- charge = 0